Here is a molecular structure, C54H41BrCaF9NOPS2Sb2 from the OMol25 dataset. Energies are from ωB97M-V/def2-TZVPD.

Each line ends with the Löwdin charge.
Element x y z (Å)
Ca: -0.49521 -0.95552 -1.30608  0.78
C: 3.16133 2.38637 -0.51514  -0.39
C: 3.72713 1.90084 0.83079  -0.38
C: 3.87521 0.38652 0.96351  -0.35
Sb: 2.33741 -0.93066 0.19847  1.44
C: 1.56175 -1.59624 2.07193  -0.35
C: 0.58926 -0.69919 2.79626  -0.25
C: 0.45545 -0.88020 4.33945  -0.17
C: 0.91987 -2.22216 4.81906  -0.04
C: 1.55290 -3.08382 4.02825  -0.05
C: 1.93731 -2.73862 2.65152  -0.11
C: 3.68049 -2.46892 -0.37647  -0.39
C: 4.57027 -3.07482 0.50861  -0.13
C: 5.45803 -4.04150 0.05686  -0.07
C: 5.47662 -4.40133 -1.28406  -0.07
C: 4.61458 -3.78042 -2.17754  -0.08
C: 3.72317 -2.81706 -1.72490  -0.15
Sb: 1.01787 2.63343 -0.32401  1.43
C: 0.59673 3.49374 -2.22719  -0.47
C: -0.63516 4.11957 -2.42361  -0.18
C: -0.98899 4.59879 -3.67848  -0.09
C: -0.12037 4.44372 -4.75024  -0.09
C: 1.10692 3.82158 -4.56400  -0.08
C: 1.46455 3.35090 -3.30691  -0.14
C: 1.23765 4.47384 0.75197  -0.37
C: 1.45258 4.44641 2.12934  -0.17
C: 1.69662 5.61712 2.83473  -0.09
C: 1.71061 6.83636 2.16971  -0.08
C: 1.49088 6.87559 0.80044  -0.08
C: 1.26302 5.70006 0.09366  -0.11
H: 3.42361 1.69639 -1.32047  0.04
H: 3.55300 3.36834 -0.77897  0.06
H: 3.12310 2.27947 1.65936  0.06
H: 4.71524 2.34318 0.98679  0.11
H: 4.02667 0.10136 2.00513  0.06
H: 4.75389 0.04444 0.41215  0.06
H: 0.77066 0.35004 2.54333  0.10
H: 0.90566 -0.08982 4.94623  0.15
H: 0.72026 -2.47508 5.85409  0.12
H: 1.86103 -4.04911 4.41114  0.11
H: 2.57432 -3.43887 2.12472  0.08
H: 4.59209 -2.78697 1.55355  0.10
H: 6.13965 -4.51112 0.75476  0.11
H: 6.16745 -5.15798 -1.63200  0.11
H: 4.63017 -4.04860 -3.22601  0.11
H: 3.05739 -2.33986 -2.43656  0.08
H: -1.32616 4.23713 -1.59383  0.10
H: -1.94337 5.09072 -3.81963  0.11
H: -0.39639 4.81583 -5.72870  0.10
H: 1.79013 3.70692 -5.39631  0.11
H: 2.42566 2.86860 -3.17745  0.09
H: 1.42795 3.50852 2.67048  0.08
H: 1.87252 5.57754 3.90286  0.11
H: 1.89486 7.75151 2.71744  0.11
H: 1.50389 7.82221 0.27512  0.11
H: 1.10582 5.74749 -0.97715  0.09
F: -7.33121 -2.27395 1.86196  0.16
C: -6.12893 -1.73768 1.73271  -0.13
C: -5.53301 -1.09563 2.80118  -0.12
F: -6.16605 -1.00993 3.96160  0.15
C: -4.27824 -0.53859 2.64550  -0.20
F: -3.77447 0.11825 3.69035  0.12
C: -3.56396 -0.62358 1.45965  -0.31
P: -1.82530 -0.02425 1.35329  1.09
C: -0.95829 -1.01657 2.66980  -0.43
C: -1.09857 -0.75912 4.20104  -0.20
C: -1.96752 -1.71228 4.96692  -0.05
C: -2.34375 -2.87581 4.44508  -0.07
C: -1.91005 -3.27438 3.10105  -0.05
C: -1.25625 -2.44545 2.29065  -0.10
C: -2.05775 1.71202 1.84714  -0.39
C: -1.31668 2.38088 2.81449  -0.11
C: -1.56270 3.72310 3.07987  -0.07
C: -2.52293 4.41634 2.36159  -0.06
C: -3.24713 3.76213 1.37346  -0.07
C: -3.01946 2.41914 1.12130  -0.10
C: -4.21657 -1.22567 0.38479  -0.54
Br: -3.51328 -1.18075 -1.37506  0.84
C: -5.47417 -1.78343 0.51531  -0.26
F: -6.09019 -2.35031 -0.51855  0.09
H: -1.41255 0.26071 4.41005  0.12
H: -2.28615 -1.42388 5.96208  0.12
H: -2.96500 -3.55861 5.01173  0.11
H: -2.11157 -4.28796 2.77441  0.11
H: -0.91985 -2.78344 1.31658  0.07
H: -0.54796 1.86793 3.37697  0.09
H: -0.99022 4.23000 3.84462  0.11
H: -2.70382 5.46291 2.56826  0.11
H: -3.99645 4.29598 0.80291  0.11
H: -3.59600 1.91819 0.35027  0.10
F: -0.25465 -6.96512 -1.69801  0.13
C: -0.37909 -5.68123 -2.07349  -0.25
C: -0.91392 -4.58795 -1.27356  -0.11
F: -2.21849 -4.33475 -1.31530  0.11
C: 0.04021 -3.57274 -0.82552  -0.25
F: 1.03467 -4.27090 -0.10615  -0.03
C: 0.51417 -3.45770 -2.25829  -0.32
O: 0.37805 -2.40490 -2.91026  -0.14
C: 0.68730 -4.80182 -2.90553  -0.22
F: 1.85477 -5.21793 -3.41610  0.13
C: -0.61678 -5.14841 -3.36197  -0.04
F: -1.59870 -4.60069 -4.05971  0.14
S: -1.16968 0.88304 -3.37106  0.57
C: -1.24343 -0.00710 -4.79385  -1.10
N: -2.36280 -0.27723 -5.45117  -0.04
C: -2.26693 -1.16167 -6.61119  -0.20
C: -0.83791 -1.00608 -7.12097  -0.39
S: 0.14897 -0.57513 -5.64985  0.98
H: -3.24741 -0.01729 -5.04109  0.14
H: -2.99317 -0.86936 -7.36669  0.13
H: -2.46917 -2.19037 -6.30624  0.12
H: -0.74915 -0.20120 -7.84767  0.08
H: -0.45844 -1.92646 -7.55534  0.08

Kohn-Sham gap = 7.49 eV
net charge = +1
E = -7980.52698 Ha